Run P
16
Properties=species:S:1:pos:R:3 method="wB97M-V/def2-TZVPD" gap_ev=4.3 total_charge=+1 lumo_ev=-7.33
C -2.254 0.352 -2.254
C -0.880 -0.661 1.471
C -2.023 -0.106 -1.024
C -2.002 -0.164 0.513
N -0.108 0.339 2.088
S 6.026 0.249 -1.975
H -1.739 -0.074 -3.149
H -3.041 1.099 -2.385
H -1.481 -1.210 2.293
H -0.312 -1.372 0.853
H -2.523 0.632 0.996
H -2.684 -0.921 0.693
H 6.582 -0.841 -1.339
H -0.723 0.948 2.629
H 0.705 0.721 1.537
H 6.456 1.008 -0.948

---

Run Q
16
Properties=species:S:1:pos:R:3 method="wB97M-V/def2-TZVPD" gap_ev=10.9 smiles=C[NH+](C)[C@H]1CS1 total_charge=+1 lumo_ev=-3.11
C 2.332 0.105 0.240
C 1.097 0.528 -0.390
C -1.129 0.262 1.139
C -1.305 -0.452 -1.123
N -0.415 -0.402 0.048
S 1.979 -0.566 -1.407
H 3.046 0.808 0.318
H 2.332 -0.478 1.134
H 0.636 1.437 -0.618
H -1.976 -0.302 1.276
H -0.440 0.518 2.003
H -1.545 1.302 0.923
H -1.812 0.414 -1.325
H -0.606 -0.834 -1.891
H -2.140 -1.062 -0.811
H -0.054 -1.279 0.484

---

Quick one: most stable of them? run Q

---

Run P
27
Properties=species:S:1:pos:R:3 method="wB97M-V/def2-TZVPD" gap_ev="8.8 / 8.8" lumo_ev="0.31 / 0.32"
C -1.339 1.236 0.084
C -1.652 -0.236 0.646
C 0.039 1.691 0.376
C -0.903 -1.321 -0.233
C 1.065 0.886 -0.350
C 0.602 -1.445 0.019
C 1.154 1.013 -1.876
C 0.856 -1.610 1.477
N 2.214 0.522 0.308
O 2.348 0.671 1.501
O 3.247 -0.016 -0.426
O 1.402 -1.781 -0.893
H -1.609 1.305 -0.926
H -1.978 1.927 0.755
H -1.238 -0.307 1.637
H -2.713 -0.323 0.668
H 0.164 2.847 0.243
H 0.158 1.559 1.437
H -1.490 -2.320 -0.418
H -0.944 -0.992 -1.317
H 2.217 1.455 -2.298
H 0.361 1.659 -2.308
H 1.101 0.010 -2.231
H 0.412 -2.523 1.781
H 0.662 -0.772 2.047
H 1.971 -1.914 1.473
H 2.707 -0.704 -0.853

---

Run Q
27
Properties=species:S:1:pos:R:3 method="wB97M-V/def2-TZVPD" gap_ev="8.7 / 8.7" lumo_ev="0.36 / 0.36"
C 0.213 0.359 -0.040
C 1.351 1.287 0.424
C 1.960 0.826 1.708
C 2.556 -0.478 1.495
C 1.417 -1.462 1.079
C 0.666 -1.056 -0.159
C -2.068 -0.068 -0.931
C -3.329 0.697 -1.249
N -0.968 0.850 -0.482
O -1.066 2.124 -0.468
O 1.485 -1.256 -1.313
O -4.329 -0.216 -1.515
H 2.127 1.235 -0.389
H 1.043 2.284 0.370
H 2.704 1.464 1.976
H 1.116 0.802 2.421
H 3.240 -0.454 0.635
H 3.090 -0.800 2.297
H 1.729 -2.555 0.963
H 0.656 -1.432 1.966
H -0.109 -1.793 -0.214
H -2.070 -0.785 -0.062
H -1.595 -0.701 -1.830
H -3.102 1.420 -2.039
H -3.843 1.202 -0.474
H 1.079 -0.615 -1.968
H -3.953 -0.880 -2.200

---

Quick one: most stable of them? run Q